116
Properties=species:S:1:pos:R:3:forces:R:3 method="wB97M-V/def2-TZVPD" gap_ev="7.75 / 5.20" lumo_energy_ha="-0.071 / -0.185" relative_energy_kcal_mol=28.48 max_force_ha_per_bohr=0.05670 multiplicity=5 e_tot_ha=-6456.470856 charge=+1
Pd 1.8217 -0.5039 0.3445 0.60 1.67 0.21
C -4.0893 -2.8056 -0.7625 1.18 0.73 -0.25
C -3.1557 -2.7269 -1.9558 0.15 -0.35 -0.07
C -3.8318 -2.2396 -3.2213 1.16 1.41 0.52
O -1.9396 -1.9803 -1.5651 0.00 0.17 -0.24
P -1.2510 -0.5561 -1.6036 0.28 -0.36 -0.69
O 0.1371 -0.7024 -1.0774 -1.17 0.30 -0.57
C -2.3870 0.5179 -0.7255 1.16 0.76 1.05
P -2.0484 2.3051 -0.4997 -0.48 0.65 0.25
O -0.6745 2.6549 -0.1185 -0.08 -0.63 0.55
O -2.2982 3.0622 -1.8563 0.18 -0.79 -0.12
C -3.5088 3.5589 -2.4331 -0.04 -0.17 -0.27
C -3.4772 3.2901 -3.9430 0.33 -0.79 0.69
C -3.4580 5.0352 -2.1812 -1.31 0.87 0.13
O -3.2495 2.7012 0.5402 1.13 -0.55 -0.95
C -3.0800 3.8531 1.4708 -0.37 0.00 -1.61
C -4.4778 4.4245 1.6459 0.63 -1.42 0.91
C -2.3813 3.3661 2.6832 -0.43 -1.13 0.93
O -1.2848 0.0346 -3.0798 0.34 -0.36 0.27
C -0.1503 -0.1480 -4.0125 -0.34 0.36 -0.71
C -0.5989 -1.1397 -5.1000 -0.58 0.00 1.56
C 0.1936 1.2387 -4.5762 -0.61 0.43 0.45
H -4.8824 -3.4702 -0.9955 -0.89 -0.54 -0.13
H -4.4620 -1.8254 -0.4807 -0.24 0.13 -0.06
H -3.5213 -3.1969 0.0617 0.13 -0.24 0.55
H -2.7522 -3.7193 -2.1368 0.13 -0.14 0.05
H -4.1853 -1.2439 -2.9868 -0.14 0.58 -0.24
H -4.7149 -2.7816 -3.4622 -0.46 -0.87 -0.18
H -3.1400 -2.1610 -4.0683 -0.27 -0.22 0.18
H -2.3520 0.1589 0.3069 -0.20 -0.22 0.06
H -3.3692 0.3762 -1.0980 -1.06 -0.16 -0.41
H -4.3490 3.0769 -1.8867 0.19 0.34 -0.62
H -2.5404 3.7258 -4.3305 -0.55 0.01 -0.04
H -4.3711 3.7288 -4.3828 0.18 0.04 -0.24
H -3.4474 2.2073 -4.1628 -0.10 0.43 0.11
H -2.5035 5.4795 -2.4513 0.08 -0.19 -0.24
H -3.6057 5.2164 -1.1156 -0.06 0.20 -0.02
H -4.2722 5.5386 -2.7515 0.54 -0.17 0.48
H -2.4589 4.5558 0.9234 0.20 0.31 0.06
H -5.0576 3.6651 2.1741 -0.24 -0.11 -0.22
H -4.9379 4.6364 0.6974 -0.17 0.38 -0.21
H -4.4378 5.2367 2.3435 -0.03 0.89 -0.02
H -2.9712 2.5622 3.1650 0.05 0.34 -0.22
H -2.2788 4.1446 3.4287 0.28 0.26 0.04
H -1.4306 2.9051 2.4255 0.22 0.33 0.01
H 0.6867 -0.5845 -3.4648 -0.09 0.27 0.08
H -1.6368 -0.9044 -5.3785 0.49 0.04 -0.36
H -0.6075 -2.1412 -4.6508 -0.05 0.07 -0.17
H 0.0975 -1.1540 -5.9148 0.15 0.14 -0.59
H -0.6534 1.6611 -5.1771 0.56 -0.35 0.73
H 1.0314 1.1760 -5.2484 0.39 -0.29 -0.37
H 0.5160 1.9584 -3.7851 -0.60 -0.57 -0.48
Cl 5.6458 -2.1747 6.8259 0.09 -0.15 0.41
C 5.0921 -1.6317 5.3305 0.36 -0.08 -1.70
C 4.0803 -0.6864 5.2317 -1.60 0.67 -0.09
C 3.5885 -0.2965 3.9888 0.87 -0.59 0.54
Cl 2.5801 1.0551 3.8486 -0.57 0.05 -0.03
C 4.0819 -0.8916 2.7661 0.16 1.21 -2.09
O 3.6153 -0.6253 1.6053 1.07 -1.18 2.44
C 5.3188 -1.6463 2.8790 -0.60 -0.34 2.22
Cl 6.1731 -2.0291 1.4903 0.29 -0.43 -0.58
C 5.7378 -2.0776 4.1345 -0.10 -0.07 -0.61
H 3.5474 -0.2581 6.0962 0.75 -0.29 -0.27
H 6.5596 -2.7966 4.1514 -0.15 0.39 0.34
C 1.8226 4.5630 0.1072 0.02 -0.47 -0.76
C 1.9639 3.3178 0.9849 0.03 -0.77 -0.28
As 2.8266 1.7226 0.0499 0.13 1.94 0.42
C 4.6900 2.1977 0.7046 -1.81 0.18 -1.00
C 5.5855 1.2185 0.0345 2.20 -0.22 0.01
C 2.7339 2.1617 -1.8743 -0.24 0.74 1.00
C 3.0672 0.9918 -2.7755 1.31 0.23 -0.33
H 1.4550 5.4074 0.6702 -0.05 0.29 0.35
H 1.0766 4.3835 -0.6852 0.34 0.01 0.26
H 2.7672 4.8701 -0.3801 -0.32 -0.16 0.30
H 0.9807 2.8894 1.2341 0.41 0.62 0.23
H 2.5761 3.5301 1.8902 -0.40 -0.33 -0.56
H 4.6546 2.1671 1.7918 0.07 -0.30 0.03
H 4.8375 3.2439 0.4244 0.12 -0.10 -0.10
H 5.2948 0.2114 0.3399 0.15 0.09 -0.39
H 6.6561 1.3632 0.3544 -0.82 -0.20 -0.32
H 5.5862 1.3012 -1.0730 -0.15 -0.04 0.67
H 3.3617 3.0659 -1.9748 -0.29 -0.47 -0.56
H 1.6699 2.4372 -1.9912 0.44 0.12 0.03
H 4.1329 0.7068 -2.6711 -0.47 0.08 -0.02
H 2.9585 1.3170 -3.8246 -0.19 -0.45 0.33
H 2.4917 0.0888 -2.5424 -0.13 0.31 -0.13
C 2.8847 -4.1577 0.2780 -0.21 0.76 -0.56
C 1.6038 -3.5839 -0.4163 0.78 1.16 1.06
C 1.3177 -4.1114 -1.7991 0.21 -0.30 -0.65
C 0.4897 -3.8060 0.5559 -0.47 0.78 -0.29
C -0.2779 -4.9485 0.5083 0.75 0.66 -0.46
C -1.3814 -5.0771 1.3090 -0.48 -1.14 0.01
C -1.7159 -4.1084 2.2357 -0.49 -0.10 1.77
C -0.9515 -2.9756 2.4203 -0.66 -0.22 -0.91
C -1.3615 -1.9494 3.4441 0.76 0.27 0.59
C -0.3038 -1.9113 4.5629 0.54 0.40 0.36
C -2.6574 -2.2789 4.1768 -1.40 0.96 -1.24
C 0.1546 -2.7368 1.4807 -1.50 -1.20 1.37
N 0.7577 -1.6022 1.5448 -0.19 -1.00 0.14
H 3.7498 -3.9463 -0.3509 0.12 -0.31 -0.05
H 2.7393 -5.2265 0.4217 0.24 -0.10 -0.01
H 3.1033 -3.6872 1.2559 -0.43 -0.16 -0.41
H 1.6791 -2.4666 -0.5087 0.32 -0.96 -0.03
H 1.1905 -5.1897 -1.7331 0.07 -0.20 -0.31
H 2.1727 -3.9279 -2.5015 -0.84 0.01 0.56
H 0.3579 -3.6998 -2.1887 0.77 -0.09 0.15
H 0.0073 -5.6916 -0.2227 -0.26 -0.22 0.13
H -1.9612 -5.9908 1.2279 -0.12 0.13 0.11
H -2.5240 -4.3350 2.9817 0.72 0.33 -1.15
H -1.3962 -0.9655 2.9271 -0.14 -0.40 0.39
H -0.2739 -2.9062 5.0198 0.02 0.14 0.10
H -0.5333 -1.1658 5.3571 -0.04 -0.47 -0.56
H 0.7094 -1.6944 4.2104 -0.13 0.02 -0.15
H -2.5706 -3.1897 4.7492 0.01 -0.34 0.10
H -3.5265 -2.3620 3.4532 0.84 0.00 0.90
H -2.8954 -1.4726 4.8883 0.09 -0.24 -0.28

=====

12
Properties=species:S:1:pos:R:3:forces:R:3 method="wB97M-V/def2-TZVPD" gap_ev="4.43 / 4.77" lumo_energy_ha="-0.149 / -0.136" max_force_ha_per_bohr=0.12183 multiplicity=2 e_tot_ha=-263.112108 charge=+1
C -1.4811 1.4874 -0.3436 0.25 -6.16 1.12
C -1.3610 0.0869 0.0507 -0.31 5.15 -1.03
C -1.3004 -1.1371 0.5143 -0.94 0.55 -0.12
H -0.6698 1.9247 -0.9205 -0.25 0.00 -0.18
H -2.4846 1.9022 -0.4411 0.36 0.02 0.31
H -1.2137 -1.4099 1.5595 0.43 0.49 0.16
H -1.6744 -1.9713 -0.0652 0.29 0.02 -0.55
O 2.7862 -0.3546 -0.2712 2.27 3.12 0.91
C 2.2046 -1.2068 -0.7838 -2.85 -3.21 0.10
Ba 1.4581 2.3942 0.5971 -0.69 3.39 -1.14
Li 1.9794 0.2038 1.5410 0.94 -3.35 1.46
H 1.7566 -1.9194 -1.4373 0.50 -0.02 -1.05

=====

58
Properties=species:S:1:pos:R:3:forces:R:3 method="wB97M-V/def2-TZVPD" gap_ev=10.88 lumo_energy_ha=0.012 max_force_ha_per_bohr=0.02495 e_tot_ha=-2111.117710 charge=0
N -1.7365 7.7256 -6.0966 -0.05 -0.05 -0.26
C -2.3554 6.7857 -6.6764 0.20 0.35 0.43
C -2.9820 5.6079 -5.9809 -0.05 0.15 -0.26
C -2.6294 4.2450 -6.5827 -0.76 -0.82 0.63
N -3.7511 3.6560 -7.2818 0.67 0.07 -0.28
C -1.3203 4.1638 -7.3520 0.54 0.57 -0.22
O -0.6394 2.9726 -6.9632 -0.19 -0.39 -0.29
S -1.1764 2.3595 -5.6068 -0.27 -0.25 0.47
O -0.1781 2.5068 -4.6096 -0.02 0.36 -0.01
O -1.7491 1.0721 -5.7911 0.12 -0.04 -0.45
O -2.3534 3.3947 -5.3969 0.41 0.34 0.13
H -1.6942 7.5751 -5.0888 0.01 -0.03 0.07
H -2.4535 6.8769 -7.7564 -0.12 -0.17 -0.15
H -2.6962 5.6100 -4.9345 0.14 0.07 0.12
H -4.0624 5.7284 -6.0274 -0.13 -0.10 -0.03
H -3.4219 3.0451 -8.0200 -0.02 -0.09 -0.05
H -4.2313 3.0550 -6.6234 -0.37 0.14 0.02
H -0.6807 5.0117 -7.1163 0.09 0.03 0.11
H -1.4424 4.1364 -8.4302 -0.23 -0.06 -0.08
C -0.0987 0.3530 -2.3965 0.04 0.14 0.27
C 0.6386 -0.4427 -1.3519 -0.20 0.07 -0.18
C -0.2110 -1.3874 -0.5349 0.00 -0.14 0.07
O 0.5111 -1.4522 0.7080 -0.02 0.23 -0.12
C 1.1890 -0.2816 0.8418 0.01 -0.01 -0.09
O 1.7316 0.0787 1.8376 -0.02 -0.11 0.08
O 1.1630 0.4136 -0.3119 0.05 -0.07 -0.04
H 0.5593 1.0749 -2.8665 0.07 -0.02 -0.08
H -0.4981 -0.3054 -3.1677 0.02 -0.02 -0.02
H -0.9221 0.9079 -1.9442 -0.03 -0.05 0.01
H 1.4850 -0.9709 -1.7988 0.03 -0.02 0.05
H -0.3071 -2.3792 -0.9682 0.10 -0.06 0.12
H -1.2037 -0.9788 -0.3339 -0.01 0.04 -0.06
C 0.4799 -3.6264 3.1308 -0.02 -0.36 -0.05
C -0.6862 -4.0801 3.9710 0.24 0.06 -0.08
C -0.3387 -4.7784 5.2665 -0.04 -0.02 0.07
O -1.4701 -5.6452 5.4523 0.12 0.01 0.01
C -1.9772 -5.9280 4.2308 0.05 0.09 -0.02
O -2.7850 -6.7685 4.0085 -0.09 -0.08 -0.02
O -1.4328 -5.1137 3.2941 -0.05 0.06 0.05
H 0.1349 -3.2324 2.1831 -0.04 0.13 -0.04
H 1.0435 -2.8489 3.6437 -0.02 0.06 0.05
H 1.1442 -4.4664 2.9155 0.01 0.00 0.10
H -1.3703 -3.2470 4.1556 -0.03 -0.02 0.03
H -0.2286 -4.1111 6.1144 -0.10 -0.01 0.12
H 0.5562 -5.3994 5.1707 0.02 0.05 -0.05
C 3.4756 -1.0288 4.6505 -0.26 -0.16 -0.10
C 3.2832 -1.1102 6.1411 0.11 0.00 -0.25
C 4.3665 -1.8413 6.9021 0.05 0.03 0.10
O 3.6512 -2.3494 8.0380 0.08 -0.01 -0.08
C 2.3614 -2.5171 7.6650 0.03 0.07 -0.12
O 1.5452 -3.1107 8.2882 -0.13 -0.09 0.07
O 2.1325 -1.9173 6.4709 0.02 0.03 0.08
H 2.6092 -0.5761 4.1702 0.05 0.08 -0.01
H 4.3534 -0.4308 4.4075 0.01 0.03 0.04
H 3.6002 -2.0260 4.2250 0.07 -0.02 0.04
H 3.1198 -0.1149 6.5626 -0.02 -0.01 0.06
H 5.1834 -1.2018 7.2248 -0.05 -0.01 0.15
H 4.7653 -2.6886 6.3392 -0.01 0.03 -0.07

=====

14
Properties=species:S:1:pos:R:3:forces:R:3 method="wB97M-V/def2-TZVPD" gap_ev=9.12 lumo_energy_ha=0.036 relative_energy_kcal_mol=20.40 max_force_ha_per_bohr=0.00974 e_tot_ha=-324.691962 charge=0 smiles=Cc1occc1N
C 0.3829 1.7963 0.4845 -0.16 -0.10 -0.47
C -0.2808 0.5528 -0.0073 0.19 -0.14 0.23
C 0.2811 -0.6234 -0.3827 -0.12 0.05 0.31
N 1.6744 -0.8603 -0.5475 -0.22 0.24 -0.33
C -0.7778 -1.5939 -0.4290 -0.03 0.08 0.04
C -1.8992 -0.9223 -0.0699 0.00 -0.11 -0.17
O -1.6222 0.3873 0.1735 -0.03 0.02 0.01
H 1.3949 1.8526 0.0621 -0.28 0.09 0.19
H -0.1552 2.7059 0.2102 0.02 -0.10 -0.01
H 0.4594 1.7492 1.5685 0.07 0.14 0.16
H 2.0456 -1.2147 0.3220 0.25 -0.12 0.05
H 2.1266 0.0309 -0.7411 0.10 -0.36 0.04
H -0.6928 -2.6455 -0.6728 -0.04 0.22 0.00
H -2.9368 -1.2149 0.0296 0.24 0.09 -0.05

=====

24
Properties=species:S:1:pos:R:3:forces:R:3 method="wB97M-V/def2-TZVPD" gap_ev=8.81 lumo_energy_ha=-0.005 relative_energy_kcal_mol=67.96 max_force_ha_per_bohr=0.12305 e_tot_ha=-1310.010576 charge=0 smiles="[SiH3]/N=[SiH]/Cl.CCNCC"
C 2.1686 0.5051 -1.6472 0.90 -0.29 0.18
C 0.3935 0.4010 2.6651 -4.75 -0.42 -4.16
C 1.4494 -0.6446 -0.8256 -0.43 4.07 -2.33
C 1.0844 -0.1000 1.4175 1.23 -2.37 2.19
N -3.0181 0.1469 -1.1896 1.77 0.48 1.16
N 0.5925 0.1578 0.1195 -0.09 -1.16 -1.60
Si -2.3381 -1.5513 -1.2091 0.99 2.88 -0.60
Si -2.5757 1.5389 -0.4199 -0.15 -2.53 -1.39
Cl -3.8702 2.7012 0.5502 -0.91 0.32 0.25
H 1.6822 0.7322 -2.6000 -0.02 -0.32 0.04
H 2.0358 1.4249 -1.0475 0.49 -0.46 -0.27
H 3.2585 0.3197 -1.8514 -0.97 0.14 0.16
H 1.0770 0.4518 3.3850 2.36 0.09 3.33
H -0.0778 1.3829 2.4605 0.29 -0.31 0.37
H -0.4208 -0.3537 2.8033 0.42 0.92 0.80
H 0.7529 -1.1358 -1.5359 0.92 -0.50 0.71
H 2.1662 -1.2023 -0.2943 0.56 -1.25 0.35
H 2.0897 0.3393 1.5540 0.01 -0.42 -0.96
H 1.1766 -1.2748 1.6132 0.26 2.04 -0.43
H -0.2485 -0.3192 -0.1807 -0.85 0.46 1.69
H -3.4493 -2.4317 -1.5360 -0.07 -0.40 0.31
H -1.0683 -1.9519 -2.0437 -1.42 0.47 -0.15
H -1.4946 -1.4907 -0.0050 -0.70 -0.94 0.80
H -1.3660 2.3542 -0.1822 0.14 -0.49 -0.45